The following is a quantum chemistry calculation of a cluster of 6 separate species, C34H39N4O6 in total in a non-equilibrium geometry, from the OMol25 dataset.

Bonds (Å) are listed after each position.
Geometry (Å):
1 C 1.8806 3.1558 0.3867  C2 1.595, H9 1.086, H10 1.072, H11 1.078
2 C 0.5806 2.4118 -0.1603  C1 1.595, N3 1.382, H12 1.218, H13 1.043
3 N 0.3226 1.1878 0.4277  C2 1.382, C4 1.468, C7 1.299
4 C -0.7454 0.9618 1.4087  N3 1.468, C5 1.324, H14 1.077
5 C -0.7714 -0.3562 1.5337  C4 1.324, N6 1.374, H15 1.128
6 N 0.1146 -0.9992 0.7037  C5 1.374, C7 1.330, C8 1.445
7 C 0.7466 0.0038 0.1017  N3 1.299, N6 1.330, H16 1.201
8 C 0.3636 -2.4142 0.5537  N6 1.445, H17 1.073, H18 1.033, H19 0.985
9 H 1.9776 3.2178 1.4667  C1 1.086
10 H 1.8236 4.2018 0.1607  C1 1.072
11 H 2.7236 2.4858 0.3307  C1 1.078
12 H 0.7306 2.0448 -1.3123  C2 1.218
13 H -0.3214 2.9288 -0.2453  C2 1.043
14 H -1.2514 1.8008 1.8567  C4 1.077
15 H -1.3794 -0.8512 2.3447  C5 1.128
16 H 1.4236 -0.2362 -0.8603  C7 1.201
17 H -0.4484 -2.7822 -0.0443  C8 1.073
18 H 0.4366 -2.9452 1.4367  C8 1.033
19 H 1.1146 -2.4912 -0.0783  C8 0.985
20 N -1.6644 -5.3002 -0.1043  C21 1.387, C25 1.454
21 C -0.9584 -5.8102 -1.1843  N20 1.387, C22 1.430, H26 1.099
22 C -1.1614 -7.1392 -1.6723  C21 1.430, C23 1.450, H27 1.040
23 C -2.0984 -8.0402 -1.0303  C22 1.450, C24 1.470, H28 0.959
24 C -2.8064 -7.6492 0.1967  C23 1.470, C25 1.441, H29 1.147
25 C -2.4994 -6.2882 0.5587  N20 1.454, C24 1.441, H30 1.088
26 H -0.2534 -5.0692 -1.5873  C21 1.099
27 H -0.5454 -7.6072 -2.3673  C22 1.040
28 H -2.1644 -8.9362 -1.3653  C23 0.959
29 H -3.4234 -8.5392 0.5737  C24 1.147
30 H -2.9424 -6.0222 1.5157  C25 1.088
31 N -1.7564 5.5718 0.6367  C32 1.337, C36 1.404
32 C -0.7484 5.8178 1.4797  N31 1.337, C33 1.419, H37 1.075
33 C 0.3996 6.5858 1.1557  C32 1.419, C34 1.446, H38 1.067
34 C 0.2586 7.4818 0.0297  C33 1.446, C35 1.405, H39 0.923
35 C -0.8984 7.3868 -0.7613  C34 1.405, C36 1.369, H40 1.015
36 C -1.8664 6.4758 -0.4323  N31 1.404, C35 1.369, H41 1.112
37 H -0.8594 5.4698 2.4907  C32 1.075
38 H 1.1806 6.7508 1.8637  C33 1.067
39 H 0.8676 8.1518 -0.1513  C34 0.923
40 H -1.0894 7.8908 -1.6213  C35 1.015
41 H -2.7644 6.3368 -1.0733  C36 1.112
42 C -1.3524 2.5338 -4.1963  C43 1.540, C47 1.503, H50 0.966
43 C -1.2704 1.0538 -3.7793  C42 1.540, C44 1.403, H51 1.009
44 C -2.0664 0.5688 -2.7313  C43 1.403, C45 1.374, O49 1.378
45 C -2.7954 1.4238 -1.9403  C44 1.374, C46 1.474, H52 1.066
46 C -2.7634 2.8898 -2.0903  C45 1.474, C47 1.470, H53 1.117
47 C -2.0264 3.4628 -3.2253  C42 1.503, C46 1.470, O48 1.360
48 O -2.0124 4.8198 -3.3083  C47 1.360, H54 1.064
49 O -2.0514 -0.7802 -2.4483  C44 1.378, H55 0.965
50 H -0.8244 2.7618 -4.9723  C42 0.966
51 H -0.7884 0.4128 -4.3913  C43 1.009
52 H -3.3854 1.0218 -1.1493  C45 1.066
53 H -3.2234 3.6778 -1.4463  C46 1.117
54 H -1.2694 4.9308 -4.0623  O48 1.064
55 H -1.1544 -1.1352 -2.4173  O49 0.965
56 C 3.8456 -7.5372 -3.7243  C57 1.616, C61 1.368, H64 1.182
57 C 3.8076 -6.1872 -2.8373  C56 1.616, C58 1.413, H65 1.084
58 C 2.9936 -6.3882 -1.7003  C57 1.413, C59 1.417, O63 1.384
59 C 2.3076 -7.6042 -1.4553  C58 1.417, C60 1.434, H66 1.055
60 C 2.3876 -8.7512 -2.3123  C59 1.434, C61 1.389, H67 0.980
61 C 3.1716 -8.6972 -3.4573  C56 1.368, C60 1.389, O62 1.403
62 O 3.1996 -9.8422 -4.2683  C61 1.403, H68 0.863
63 O 2.9146 -5.2852 -0.8673  C58 1.384, H69 0.954
64 H 4.5366 -7.2852 -4.6493  C56 1.182
65 H 4.4316 -5.3852 -3.2153  C57 1.084
66 H 1.7956 -7.7952 -0.5533  C59 1.055
67 H 2.0606 -9.6162 -1.9883  C60 0.980
68 H 3.9656 -9.9252 -4.6563  O62 0.863
69 H 2.7686 -4.4292 -1.2613  O63 0.954
70 C 0.0486 6.1768 5.5927  C71 1.493, C75 1.391, H78 0.979
71 C -1.1094 5.2368 5.6547  C70 1.493, C72 1.500, H79 0.986
72 C -1.0374 3.9048 4.9687  C71 1.500, C73 1.438, O77 1.335
73 C 0.2796 3.5638 4.5017  C72 1.438, C74 1.354, H80 1.045
74 C 1.3406 4.4048 4.5407  C73 1.354, C75 1.403, H81 1.268
75 C 1.2606 5.6748 5.1307  C70 1.391, C74 1.403, O76 1.418
76 O 2.4536 6.4028 5.3687  C75 1.418, H82 0.969
77 O -2.0874 3.0808 5.0087  C72 1.335, H83 0.888
78 H -0.1204 7.0918 5.8967  C70 0.979
79 H -2.0194 5.5828 5.8127  C71 0.986
80 H 0.4066 2.5558 4.2567  C73 1.045
81 H 2.4676 4.2358 3.9847  C74 1.268
82 H 2.3206 7.1468 5.9757  O76 0.969
83 H -2.9344 3.1838 5.2537  O77 0.888

Output
ΔE to the lowest compared entry with this formula, charge and spin	221.95	kcal/mol
net charge	+1
HOMO level	-10.13	eV
E_LUMO	-2.6	eV
M	599.708	g/mol

Results of the Löwdin charge analysis, in e, for atoms 1 through 6: C -0.016; C -0.169; N -0.062; C 0.062; C -0.039; N -0.056